Record 1
Entry from the OMol25 dataset: C48H42CsFN8O5S as an isolated structure at a distorted geometry (ωB97M-V/def2-TZVPD).

Structure (XYZ):
```
106
C48H42CsFN8O5S (ωB97M-V/def2-TZVPD)
Cs -2.02745 1.01234 -0.71190
O -5.51388 -4.27297 -2.13617
C -4.95985 -3.18146 -1.95892
N -4.71223 -2.53683 -0.82870
C -5.46067 -2.21736 0.21402
O -6.69340 -2.08591 0.24853
C -4.66019 -1.83562 1.45388
C -5.34168 -1.31550 2.55077
C -4.61948 -0.91075 3.66039
C -3.24078 -1.04065 3.64218
C -2.65173 -1.59382 2.51517
N -3.33624 -1.99166 1.45057
C -4.31259 -2.48913 -3.14953
C -4.96338 -2.45665 -4.37848
C -4.35967 -1.78674 -5.43039
C -3.12163 -1.19328 -5.23464
C -2.53641 -1.29537 -3.98048
N -3.12102 -1.92129 -2.96404
H -6.41762 -1.22929 2.49381
H -5.12463 -0.48752 4.52144
H -2.63305 -0.70703 4.47377
H -1.57532 -1.72648 2.45252
H -5.92056 -2.94958 -4.48120
H -4.84921 -1.73026 -6.39628
H -2.61839 -0.65977 -6.03002
H -1.56433 -0.85784 -3.77428
C 1.26737 4.76922 5.78214
C 0.45333 3.53303 6.17519
C 0.96640 2.87549 7.45287
C 2.36675 2.31190 7.24017
C 2.40834 1.45429 5.99982
C 3.38928 0.49430 5.85710
C 3.41573 -0.31039 4.72678
F 4.39173 -1.24497 4.63352
C 2.48973 -0.18082 3.72930
C 1.49363 0.79116 3.84471
C 0.50970 0.93299 2.73998
O 0.58106 0.22601 1.74349
C -0.48183 1.96868 2.94882
C -0.45262 2.71632 4.06430
N 0.45302 2.56372 5.08733
C 1.44607 1.61545 4.98261
C -1.54281 2.25708 1.86793
O -1.38615 3.32382 1.24734
O -2.43313 1.40080 1.73590
H 1.28592 5.49022 6.60209
H 0.82429 5.23967 4.90469
H 2.29038 4.48833 5.53089
H -0.58427 3.83634 6.33180
H 0.28857 2.06480 7.73082
H 0.96044 3.61079 8.25962
H 2.66339 1.71171 8.10229
H 3.08967 3.12926 7.15897
H 4.14326 0.37097 6.62508
H 2.49723 -0.81367 2.85074
H -1.18037 3.50428 4.21922
C 1.85272 0.61173 -6.61504
C 1.57421 -0.52573 -5.62602
C 2.42142 -0.42159 -4.38337
C 3.67736 -1.01354 -4.34787
C 4.47612 -0.93581 -3.21837
C 4.00029 -0.26373 -2.10171
C 2.74751 0.33165 -2.09729
C 2.22247 1.00716 -0.85811
C 2.35146 2.53318 -0.88398
C 1.95135 0.27881 -3.25771
N 0.66865 0.80117 -3.25484
C 0.36929 1.97064 -3.68023
C -0.93460 2.52680 -3.77883
C -1.21124 3.80642 -4.31246
C -2.59309 3.94288 -4.30117
C -3.07844 2.73696 -3.75837
N -2.10012 1.88946 -3.44099
H 1.25063 0.48561 -7.51842
H 2.90770 0.63066 -6.89634
H 1.59912 1.57331 -6.16793
H 1.77885 -1.48133 -6.11645
H 0.51846 -0.50216 -5.35016
H 4.02928 -1.56040 -5.21784
H 5.45304 -1.40446 -3.20455
H 4.61552 -0.21145 -1.20913
H 2.76316 0.62408 0.01012
H 1.16961 0.74399 -0.74299
H 3.39067 2.83145 -1.04359
H 2.00666 2.95321 0.06370
H 1.74070 2.96170 -1.67776
H 1.16066 2.64928 -4.04052
H -0.47731 4.51706 -4.66952
H -3.17681 4.78582 -4.64267
H -4.11579 2.44986 -3.62515
N -1.77917 -4.21556 -1.24605
C -0.48085 -4.11588 -1.01332
N 0.13510 -3.10016 -0.51921
C 1.46038 -3.35732 -0.28006
C 2.35848 -2.46987 0.30744
C 3.67473 -2.86150 0.48765
C 4.11129 -4.12507 0.09642
C 3.22662 -5.02928 -0.47738
C 1.91147 -4.63973 -0.65909
S 0.57934 -5.55821 -1.30800
H -2.36816 -3.38944 -1.15962
H -2.18589 -5.03113 -1.66449
H 1.98707 -1.49508 0.60186
H 4.38043 -2.17600 0.94291
H 5.14764 -4.41009 0.23315
H 3.55325 -6.01874 -0.77416
```

Computed properties:
DFT total energy (eV): -86722.081
Spin multiplicity: 1
Relative energy (zero: lowest compared OMol25 entry of this formula, charge and spin) (kcal per mole): 34.92
Net charge: -2

Record 2
Entry from the OMol25 dataset: a 2-piece molecular cluster, C2H4F4N4O2 overall at a distorted geometry (ωB97M-V/def2-TZVPD).

Structure (XYZ):
```
16
C2H4F4N4O2 (ωB97M-V/def2-TZVPD)
C 0.57299 0.12375 1.64162
C -0.59111 1.13225 -1.02871
N 1.32589 -0.13462 0.65912
N -1.49694 0.15784 -0.96898
N 0.94510 0.49451 2.89863
N -0.82089 2.10303 -0.01592
O -1.30970 -0.83785 -1.92134
O -2.33170 -0.05399 -0.17129
F 2.28608 0.09083 3.28132
F 0.14682 0.17794 4.01338
F 0.45868 2.36929 0.71594
F -1.06711 3.42786 -0.41255
H -0.53026 -0.03193 1.70668
H 0.15318 0.94791 -1.80890
H 2.33955 -0.24353 0.74637
H -2.00793 -1.50578 -1.88921
```

Computed properties:
DFT total energy (eV): -23051.022
Spin multiplicity: 1
Relative energy (zero: lowest compared OMol25 entry of this formula, charge and spin) (kcal per mole): 60.45

Record 3
Entry from the OMol25 dataset: a 2-piece molecular cluster, C3H7S overall at a distorted geometry (ωB97M-V/def2-TZVPD).

Structure (XYZ):
```
11
C3H7S (ωB97M-V/def2-TZVPD)
S 2.33443 2.66389 -0.37791
H 2.88626 1.97799 0.68490
C -0.09305 -1.46785 0.12407
C -1.13760 -0.57207 -0.42695
C -0.97091 0.78004 -0.10943
H -0.19849 -2.44082 -0.52534
H 0.89945 -0.82136 0.03996
H 0.02712 -1.76229 1.21618
H -2.06047 -0.92623 -0.84912
H -1.65242 1.60077 -0.12710
H -0.03433 0.96793 0.35074
```

Computed properties:
DFT total energy (eV): -14058.822
Spin multiplicity: 1
Relative energy (zero: lowest compared OMol25 entry of this formula, charge and spin) (kcal per mole): 37.80
Net charge: -1

Record 4
Entry from the OMol25 dataset: C21H15N4OS2Ti as an isolated structure at a distorted geometry (ωB97M-V/def2-TZVPD).

Structure (XYZ):
```
44
C21H15N4OS2Ti (ωB97M-V/def2-TZVPD)
Ti 0.10424 0.19424 0.05790
N -2.09971 -1.63858 3.31077
C -1.16389 -1.12170 2.47100
S -1.51937 0.48611 1.84127
N -0.14490 -1.88641 2.20500
N 0.71738 -1.34504 1.25726
C 1.86528 -1.91784 1.17815
C 2.92579 -1.51457 0.26849
C 4.04732 -2.34601 0.16188
C 5.09476 -2.03594 -0.67970
C 5.03497 -0.86379 -1.43150
C 3.94887 -0.01610 -1.33737
C 2.88682 -0.32794 -0.48859
O 1.85202 0.51239 -0.39029
H -2.77205 -1.01571 3.71840
H -1.86519 -2.48512 3.80103
H 2.04632 -2.76284 1.83963
H 4.07811 -3.25240 0.75541
H 5.95045 -2.69247 -0.75391
H 5.85103 -0.60902 -2.09603
H 3.89577 0.89974 -1.91014
S -2.28759 2.49896 -3.08104
C -1.66770 3.73713 -2.03362
C -1.85549 5.11518 -2.09305
C -1.25127 5.89186 -1.12461
C -0.47481 5.31128 -0.11410
C -0.28750 3.94591 -0.05599
C -0.89282 3.15550 -1.03041
N -0.80583 1.77143 -1.11707
C -1.48399 1.30346 -2.13068
C -1.52783 -0.14099 -2.39615
C -2.22523 -0.65834 -3.48420
C -2.21925 -2.02703 -3.69423
C -1.52251 -2.85107 -2.81749
C -0.83968 -2.31274 -1.73338
C -0.81610 -0.93988 -1.48266
H -2.45633 5.56691 -2.87070
H -1.38068 6.96561 -1.14547
H -0.01548 5.94417 0.63331
H 0.30912 3.49011 0.72360
H -2.76918 -0.01182 -4.16444
H -2.75405 -2.44979 -4.53454
H -1.51883 -3.92185 -2.98245
H -0.31642 -2.98718 -1.06281
```

Computed properties:
<S²>: 0.76
DFT total energy (eV): -74817.126
Spin multiplicity: 2
Relative energy (zero: lowest compared OMol25 entry of this formula, charge and spin) (kcal per mole): 0.00

- Which of these has the highest spin multiplicity?
  C21H15N4OS2Ti

- Look up the DFT total energy of the first one.
  -86722.081 eV

Copy entry 4 word for word.
Entry from the OMol25 dataset: C21H15N4OS2Ti as an isolated structure at a distorted geometry (ωB97M-V/def2-TZVPD).

Structure (XYZ):
```
44
C21H15N4OS2Ti (ωB97M-V/def2-TZVPD)
Ti 0.10424 0.19424 0.05790
N -2.09971 -1.63858 3.31077
C -1.16389 -1.12170 2.47100
S -1.51937 0.48611 1.84127
N -0.14490 -1.88641 2.20500
N 0.71738 -1.34504 1.25726
C 1.86528 -1.91784 1.17815
C 2.92579 -1.51457 0.26849
C 4.04732 -2.34601 0.16188
C 5.09476 -2.03594 -0.67970
C 5.03497 -0.86379 -1.43150
C 3.94887 -0.01610 -1.33737
C 2.88682 -0.32794 -0.48859
O 1.85202 0.51239 -0.39029
H -2.77205 -1.01571 3.71840
H -1.86519 -2.48512 3.80103
H 2.04632 -2.76284 1.83963
H 4.07811 -3.25240 0.75541
H 5.95045 -2.69247 -0.75391
H 5.85103 -0.60902 -2.09603
H 3.89577 0.89974 -1.91014
S -2.28759 2.49896 -3.08104
C -1.66770 3.73713 -2.03362
C -1.85549 5.11518 -2.09305
C -1.25127 5.89186 -1.12461
C -0.47481 5.31128 -0.11410
C -0.28750 3.94591 -0.05599
C -0.89282 3.15550 -1.03041
N -0.80583 1.77143 -1.11707
C -1.48399 1.30346 -2.13068
C -1.52783 -0.14099 -2.39615
C -2.22523 -0.65834 -3.48420
C -2.21925 -2.02703 -3.69423
C -1.52251 -2.85107 -2.81749
C -0.83968 -2.31274 -1.73338
C -0.81610 -0.93988 -1.48266
H -2.45633 5.56691 -2.87070
H -1.38068 6.96561 -1.14547
H -0.01548 5.94417 0.63331
H 0.30912 3.49011 0.72360
H -2.76918 -0.01182 -4.16444
H -2.75405 -2.44979 -4.53454
H -1.51883 -3.92185 -2.98245
H -0.31642 -2.98718 -1.06281
```

Computed properties:
<S²>: 0.76
DFT total energy (eV): -74817.126
Spin multiplicity: 2
Relative energy (zero: lowest compared OMol25 entry of this formula, charge and spin) (kcal per mole): 0.00

Repeat the second record exactly.
Entry from the OMol25 dataset: a 2-piece molecular cluster, C2H4F4N4O2 overall at a distorted geometry (ωB97M-V/def2-TZVPD).

Structure (XYZ):
```
16
C2H4F4N4O2 (ωB97M-V/def2-TZVPD)
C 0.57299 0.12375 1.64162
C -0.59111 1.13225 -1.02871
N 1.32589 -0.13462 0.65912
N -1.49694 0.15784 -0.96898
N 0.94510 0.49451 2.89863
N -0.82089 2.10303 -0.01592
O -1.30970 -0.83785 -1.92134
O -2.33170 -0.05399 -0.17129
F 2.28608 0.09083 3.28132
F 0.14682 0.17794 4.01338
F 0.45868 2.36929 0.71594
F -1.06711 3.42786 -0.41255
H -0.53026 -0.03193 1.70668
H 0.15318 0.94791 -1.80890
H 2.33955 -0.24353 0.74637
H -2.00793 -1.50578 -1.88921
```

Computed properties:
DFT total energy (eV): -23051.022
Spin multiplicity: 1
Relative energy (zero: lowest compared OMol25 entry of this formula, charge and spin) (kcal per mole): 60.45